{
  "formula": "C18H29N6O6Ti",
  "method": "ωB97M-V/def2-TZVPD",
  "spin_multiplicity": 2,
  "charge": -2,
  "e_homo_ev": [1.77, 1.74],
  "symbols": ["Ti", "N", "C", "C", "O", "N", "C", "C", "O", "O", "H", "H", "H", "H", "H", "H", "N", "C", "C", "C", "O", "O", "H", "H", "H", "H", "H", "H", "C", "C", "N", "C", "C", "N", "C", "C", "H", "H", "H", "H", "H", "H", "H", "H", "H", "H", "H", "H", "O", "N", "C", "C", "C", "C", "C", "H", "H", "H", "H", "H"],
  "coordinates": [[1.24916, -0.66798, -0.14660], [0.00411, -1.79806, -3.06222], [-0.50667, -0.42648, -3.11412], [0.67600, 0.52402, -2.99700], [0.93911, 1.29034, -3.93657], [1.39140, 0.41707, -1.86415], [2.61774, 1.21342, -1.87272], [3.48605, 0.95868, -0.64213], [4.54822, 1.54659, -0.53738], [3.01054, 0.10377, 0.22624], [0.71216, -1.94208, -3.76988], [-0.71419, -2.50237, -3.15605], [-1.17749, -0.27929, -2.26475], [-1.04410, -0.17475, -4.02676], [2.40840, 2.28360, -1.92341], [3.22038, 0.98902, -2.75208], [1.38614, -3.16915, 2.59271], [0.05563, -2.75052, 3.05410], [0.09640, -1.39588, 3.75270], [0.16193, -0.18826, 2.84121], [-0.18118, 0.90048, 3.26085], [0.57008, -0.42292, 1.63463], [1.27653, -3.87702, 1.87607], [1.81823, -2.40079, 2.09714], [-0.29866, -3.49336, 3.77145], [-0.67157, -2.71137, 2.23837], [0.96959, -1.35969, 4.41236], [-0.78836, -1.24339, 4.36708], [-0.93574, 3.64556, -1.18198], [-1.52034, 4.72918, -0.22916], [-1.44765, 4.28015, 1.16482], [-2.20454, 3.02525, 1.30057], [-1.63118, 1.95358, 0.33292], [-0.48330, 2.50100, -0.39938], [0.55373, 2.94268, 0.54394], [-0.03983, 4.00630, 1.50844], [-0.08343, 4.02652, -1.74932], [-1.67932, 3.29621, -1.90208], [-2.56846, 4.94328, -0.46119], [-0.96624, 5.66944, -0.30901], [-3.25750, 3.23854, 1.09477], [-2.11185, 2.69067, 2.33512], [-2.37537, 1.63867, -0.40337], [-1.30532, 1.07717, 0.88462], [1.38118, 3.35438, -0.03621], [0.92410, 2.08234, 1.10288], [0.50802, 4.95088, 1.45215], [-0.00722, 3.64159, 2.53441], [1.76299, -2.45321, -0.34511], [0.63875, -3.27411, -0.31954], [-0.63234, -2.60652, -0.26655], [-1.76541, -3.28899, -0.52174], [-1.73379, -4.67027, -0.87059], [-0.40942, -5.29848, -0.96926], [0.72456, -4.62263, -0.72171], [-0.60501, -1.53899, -0.08151], [-2.71052, -2.75672, -0.45921], [-2.64233, -5.22520, -1.05973], [-0.31365, -6.34627, -1.23451], [1.72084, -5.03562, -0.79256]]
}

***

{
  "formula": "C38H37NO9TeTi",
  "method": "ωB97M-V/def2-TZVPD",
  "spin_multiplicity": 2,
  "charge": -1,
  "e_homo_ev": [-4.49, -4.49],
  "symbols": ["Ti", "O", "C", "O", "C", "C", "C", "C", "C", "O", "C", "C", "O", "O", "H", "H", "H", "H", "H", "H", "H", "H", "O", "C", "O", "C", "C", "C", "C", "C", "C", "H", "H", "H", "H", "H", "C", "C", "C", "C", "C", "C", "Te", "C", "C", "C", "H", "H", "H", "H", "H", "H", "H", "H", "H", "H", "H", "C", "O", "C", "C", "C", "C", "C", "C", "N", "C", "C", "C", "C", "C", "C", "C", "O", "H", "H", "H", "H", "H", "H", "H", "H", "H", "H", "H", "H", "H"],
  "coordinates": [[-0.94914, -0.22248, -0.14409], [2.88986, -1.47455, -1.00528], [1.86801, -1.30065, -0.37987], [0.97318, -0.38631, -0.63881], [1.53795, -2.14209, 0.85407], [1.05761, -1.22982, 1.98676], [1.03950, -1.96567, 3.32233], [-0.17884, -2.90677, 3.15301], [-0.65358, -2.56174, 1.74489], [-0.37082, -1.12604, 1.69221], [0.30826, -3.10328, 0.68093], [-0.33873, -3.08216, -0.71430], [-0.17412, -4.01022, -1.47610], [-1.07061, -2.03094, -0.94774], [2.43231, -2.69734, 1.12935], [1.48051, -0.22748, 1.99487], [1.97531, -2.49774, 3.48797], [0.89214, -1.26533, 4.14289], [0.07295, -3.96301, 3.23781], [-0.95732, -2.67860, 3.87968], [-1.70902, -2.71068, 1.53616], [0.59746, -4.13240, 0.88527], [-3.25886, 3.55679, -0.85196], [-2.74362, 2.41407, -0.40644], [-0.67531, 1.44990, 0.46737], [-2.60375, 1.40150, -1.57598], [-3.78422, 0.83762, -2.08305], [-3.75732, -0.01832, -3.15842], [-2.54942, -0.35194, -3.78426], [-1.38087, 0.20714, -3.32903], [-1.40278, 1.08559, -2.23026], [-4.71762, 1.09603, -1.59854], [-4.68143, -0.45451, -3.51920], [-2.53833, -1.05085, -4.61007], [-0.43126, -0.03411, -3.78924], [-0.47639, 1.58563, -1.96234], [6.27300, 7.03068, 2.59256], [5.35299, 5.95127, 2.08868], [5.84737, 4.72853, 1.66038], [5.00512, 3.71050, 1.22263], [5.58848, 2.40324, 0.76431], [3.62557, 3.92956, 1.20262], [2.32225, 2.41032, 0.52441], [3.10236, 5.15842, 1.62602], [1.62260, 5.41430, 1.62590], [3.97714, 6.14557, 2.06357], [7.29746, 6.86486, 2.25852], [6.28152, 7.06050, 3.68479], [5.95664, 8.01423, 2.24212], [6.91913, 4.55577, 1.66445], [6.67027, 2.39103, 0.89574], [5.37526, 2.21564, -0.29120], [5.16003, 1.56798, 1.32496], [1.21083, 5.33197, 0.61601], [1.39840, 6.41013, 2.00864], [1.08244, 4.68815, 2.23724], [3.56806, 7.09542, 2.39396], [-2.03365, 6.82714, 3.47276], [-1.88796, 5.64624, 2.72369], [-1.78548, 4.46261, 3.41335], [-1.97826, 4.34284, 4.77474], [-1.87150, 3.09552, 5.38941], [-1.57271, 1.99284, 4.61560], [-1.37586, 2.10850, 3.24389], [-1.48537, 3.34194, 2.60346], [-1.26901, 3.59242, 1.26266], [-1.31485, 2.66553, 0.15841], [-3.56139, 1.76076, 0.74112], [-4.41184, 2.59589, 1.45292], [-5.09590, 2.15211, 2.57455], [-4.95417, 0.83513, 2.99103], [-4.14304, -0.03128, 2.27652], [-3.44873, 0.43088, 1.16076], [-2.66866, -0.45471, 0.48192], [-1.23831, 6.92678, 4.21803], [-3.00369, 6.86560, 3.97892], [-1.97159, 7.64896, 2.76293], [-2.22260, 5.21397, 5.36639], [-2.02758, 3.00271, 6.45616], [-1.49921, 1.01193, 5.07051], [-1.15329, 1.22704, 2.66712], [-1.61161, 4.49412, 0.96122], [-0.75826, 3.15451, -0.65099], [-4.49387, 3.61081, 1.07997], [-5.73390, 2.83114, 3.12713], [-5.47985, 0.47769, 3.86860], [-4.03519, -1.07070, 2.56269]]
}

***

{
  "formula": "C3H9NO2",
  "method": "ωB97M-V/def2-TZVPD",
  "spin_multiplicity": 2,
  "charge": 1,
  "e_homo_ev": [-14.18, -14.17],
  "symbols": ["O", "C", "C", "C", "N", "H", "H", "H", "H", "H", "H", "H", "H", "H", "O"],
  "coordinates": [[-1.43575, 0.45643, -0.44495], [-0.50333, -0.22377, -0.22577], [0.57225, 0.21879, 0.83115], [0.55312, -0.83146, 1.99646], [1.80395, 0.23611, 0.20378], [-0.28194, -1.19023, -0.73925], [0.25638, 1.18556, 1.20770], [0.17167, -0.38844, 2.92025], [1.54591, -1.18707, 2.27168], [-0.02837, -1.71004, 1.69458], [1.94374, -0.35425, -0.62180], [2.32254, 1.11254, 0.14697], [-2.33118, 0.26858, -2.61541], [-1.91050, 1.47627, -3.41010], [-2.67851, 0.93099, -3.21528]]
}

***

{
  "formula": "C5H13N3S2",
  "method": "ωB97M-V/def2-TZVPD",
  "e_homo_ev": -5.35,
  "symbols": ["C", "C", "C", "C", "C", "H", "H", "H", "H", "H", "H", "H", "H", "H", "H", "H", "H", "H", "N", "N", "N", "S", "S"],
  "coordinates": [[-1.21029, -2.03836, 2.10399], [0.07905, -2.07992, 1.32253], [0.69903, 2.73703, -0.92042], [-0.27873, 2.03220, -1.87017], [-0.46555, -0.42139, -1.49878], [-1.48368, -0.99704, 2.29285], [-2.00871, -2.47999, 1.50288], [-1.14822, -2.57030, 3.06129], [1.97124, -2.81462, 1.44514], [0.97322, -3.19012, 2.81323], [1.15486, 1.21815, 0.35751], [-0.10253, 2.11174, 0.84491], [1.69783, 2.75333, -1.37309], [0.38280, 3.78304, -0.83751], [-0.30361, 2.54263, -2.83971], [-1.28889, 2.03970, -1.45495], [0.78554, 0.45871, -2.80435], [-0.04741, -1.35924, -1.87964], [1.08030, -2.74937, 1.91322], [0.81614, 2.17511, 0.41335], [0.07683, 0.64016, -2.10868], [0.24584, -1.35408, -0.15333], [-1.62508, -0.43735, -0.33027]]
}

***

{
  "formula": "C3H4N2O2",
  "method": "ωB97M-V/def2-TZVPD",
  "smiles": "Nc1coc(=O)[nH]1",
  "e_homo_ev": -8.78,
  "symbols": ["N", "C", "C", "O", "C", "O", "N", "H", "H", "H", "H"],
  "coordinates": [[0.67462, -0.00223, -1.68303], [0.04507, -0.08102, -0.45623], [0.33507, -1.08722, 0.34212], [-0.11459, -0.86715, 1.62400], [-0.73304, 0.38540, 1.61200], [-1.27037, 0.88289, 2.56516], [-0.59926, 0.89382, 0.33310], [0.25617, -0.30949, -2.53915], [1.61528, 0.34854, -1.69434], [1.02280, -1.77945, -0.12990], [-1.23175, 1.61590, 0.02625]]
}

***

{
  "formula": "C22H13F7O",
  "method": "ωB97M-V/def2-TZVPD",
  "e_homo_ev": -6.19,
  "symbols": ["F", "C", "C", "C", "F", "C", "C", "C", "C", "C", "C", "C", "C", "F", "C", "C", "F", "C", "C", "H", "H", "H", "H", "H", "H", "H", "H", "H", "F", "C", "F", "F", "C", "C", "O", "C", "C", "C", "C", "H", "H", "H", "H"],
  "coordinates": [[-3.82272, 5.11334, 0.97939], [-3.75750, 3.73941, 0.88214], [-4.95910, 3.03147, 0.93411], [-4.85255, 1.64023, 0.83070], [-6.01445, 0.90139, 0.86620], [-3.64365, 0.97688, 0.69624], [-2.42727, 1.71448, 0.63092], [-1.18686, 1.01857, 0.45536], [0.07016, 1.62387, 0.46429], [1.26763, 1.00004, 0.13621], [2.51769, 1.69647, 0.13470], [3.61792, 1.22160, -0.63972], [4.75357, 2.00969, -0.76177], [5.77674, 1.57690, -1.57873], [4.91358, 3.23342, -0.10499], [3.85638, 3.64241, 0.70689], [3.98489, 4.82885, 1.39787], [2.68425, 2.91284, 0.86252], [-2.50971, 3.13714, 0.74218], [-5.91815, 3.52730, 1.05203], [-3.60502, -0.11229, 0.64535], [-1.24243, -0.06263, 0.29908], [0.12527, 2.68476, 0.72857], [1.27736, -0.02932, -0.20391], [3.52386, 0.27070, -1.16436], [5.81758, 3.83039, -0.20855], [1.89430, 3.27323, 1.51981], [-1.60626, 3.74676, 0.71971], [0.44603, -4.77987, -3.61221], [0.74103, -3.76370, -2.73544], [2.10741, -3.64693, -2.71550], [0.23962, -2.61619, -3.28246], [0.18815, -4.03542, -1.37521], [0.31711, -2.96912, -0.35315], [0.68356, -1.81100, -0.64113], [-0.08373, -3.38064, 0.98316], [-0.73292, -4.57887, 1.21332], [-0.94049, -5.49686, 0.17350], [-0.45999, -5.21983, -1.11359], [0.09822, -2.66064, 1.78655], [-1.08492, -4.80813, 2.22251], [-1.46061, -6.44082, 0.34518], [-0.59395, -5.93989, -1.91777]]
}

***

Listing ΔE to the lowest compared entry with this formula, charge and spin for the structures above in their given order: 3.201, 2.734, 1.478, 1.531, 1.947, 0.815 eV.